No. 1
{"formula": "C17H11AlF3N3OS", "method": "ωB97M-V/def2-TZVPD", "elements": ["S", "Al", "F", "F", "F", "O", "N", "N", "N", "C", "C", "C", "C", "C", "C", "C", "C", "C", "C", "C", "C", "C", "C", "C", "C", "C", "H", "H", "H", "H", "H", "H", "H", "H", "H", "H", "H"], "xyz": [[1.791, -0.569, 2.965], [1.490, 0.133, 0.830], [-7.430, -2.473, -0.128], [-7.653, -0.877, 1.316], [-7.695, -0.434, -0.810], [1.776, 1.661, 0.020], [3.243, -0.569, 0.501], [3.717, -1.621, 1.300], [3.469, -2.588, 3.338], [-4.957, -0.389, -0.914], [-0.194, -0.534, 0.256], [-4.882, -1.470, 1.234], [4.790, 1.515, -2.053], [3.093, -1.641, 2.444], [3.828, 1.134, -1.110], [4.070, -0.075, -0.345], [-7.098, -1.191, 0.128], [2.730, 1.982, -0.844], [-5.606, -0.997, 0.147], [3.608, 3.547, -2.454], [-2.840, -0.724, 0.192], [-3.578, -0.249, -0.889], [-1.404, -0.595, 0.211], [4.688, 2.706, -2.737], [2.651, 3.201, -1.524], [-3.506, -1.337, 1.256], [3.101, -2.578, 4.269], [-2.931, -1.704, 2.095], [5.036, -0.567, -0.431], [-5.523, -0.020, -1.758], [1.813, 3.849, -1.306], [-5.393, -1.944, 2.062], [5.630, 0.854, -2.235], [5.432, 2.989, -3.468], [3.519, 4.492, -2.976], [4.278, -3.146, 3.127], [-3.061, 0.227, -1.711]], "atomic_forces_ev_per_a": [[0.1358, 0.0493, 0.0749], [0.0552, -0.0120, -0.0695], [-0.0194, 0.0838, 0.0216], [-0.0062, -0.0404, -0.1328], [-0.0134, -0.0826, 0.1024], [0.1151, 0.0514, 0.1748], [0.1902, -0.4678, 0.1384], [-0.3943, 0.4663, -0.0216], [-0.0745, 0.0916, -0.1007], [0.0633, 0.0437, -0.0482], [-0.1246, 0.1729, 0.0273], [0.0260, -0.0249, 0.0298], [0.0786, 0.0922, -0.1164], [0.1185, -0.1751, 0.0072], [0.0544, -0.2901, 0.1781], [0.0323, 0.2815, -0.2492], [0.1198, 0.0715, 0.0121], [-0.0702, -0.0796, 0.0203], [-0.0611, -0.0329, 0.0198], [0.0010, 0.0634, -0.0460], [0.2635, -0.0150, -0.0879], [-0.0503, 0.0212, -0.0609], [-0.3690, -0.2094, 0.0100], [-0.0797, -0.0583, 0.0988], [0.0350, -0.0101, -0.0504], [0.0190, -0.0146, 0.0555], [-0.0160, 0.0113, -0.0032], [-0.0166, -0.0029, -0.0021], [0.0199, 0.0358, -0.0203], [-0.0026, -0.0039, 0.0138], [0.0076, -0.0014, -0.0036], [-0.0049, 0.0120, -0.0145], [-0.0123, -0.0029, 0.0155], [-0.0048, 0.0000, 0.0064], [-0.0035, -0.0167, 0.0137], [0.0064, -0.0030, 0.0092], [-0.0181, -0.0044, -0.0023]], "nbo_charge": [-0.317, 1.699, -0.324, -0.324, -0.322, -0.878, -0.457, -0.416, -0.792, -0.189, -0.564, -0.170, -0.130, 0.304, -0.253, 0.192, 0.975, 0.466, -0.155, -0.153, -0.125, -0.124, -0.009, -0.266, -0.298, -0.174, 0.407, 0.228, 0.208, 0.232, 0.228, 0.229, 0.211, 0.220, 0.216, 0.406, 0.220], "gap_ev": 8.3, "charge": 0, "homo_energy_ev": -8.54}

***

No. 2
{"formula": "C23H23Br36INO4P", "method": "ωB97M-V/def2-TZVPD", "elements": ["I", "Br", "Br", "Br", "Br", "Br", "Br", "Br", "Br", "Br", "Br", "Br", "Br", "Br", "Br", "Br", "Br", "Br", "Br", "Br", "Br", "Br", "Br", "Br", "Br", "Br", "Br", "Br", "Br", "Br", "Br", "Br", "Br", "Br", "Br", "Br", "Br", "P", "O", "O", "O", "O", "N", "C", "C", "C", "C", "C", "C", "C", "C", "C", "C", "C", "C", "C", "C", "C", "C", "C", "C", "C", "C", "C", "C", "C", "H", "H", "H", "H", "H", "H", "H", "H", "H", "H", "H", "H", "H", "H", "H", "H", "H", "H", "H", "H", "H", "H", "H"], "xyz": [[5.271, -0.699, -1.953], [5.770, -2.222, 7.955], [-6.025, 4.732, 1.474], [-3.657, -0.510, -0.416], [6.232, 5.378, 6.464], [-2.874, 5.492, -4.943], [5.012, -4.692, 9.882], [-3.409, 2.678, 7.466], [-2.692, 1.096, 4.266], [-0.577, -1.390, -0.772], [4.007, 1.061, 1.370], [8.841, -1.015, 6.628], [-8.968, 3.426, 1.337], [7.955, -3.386, 10.019], [-0.329, 1.798, 7.110], [-0.685, 1.924, 1.884], [-7.301, 0.046, -6.370], [10.270, 1.873, 6.656], [-4.417, 4.814, -2.197], [10.848, -0.187, 4.246], [2.665, 0.881, 4.295], [-6.042, 4.902, -4.978], [-9.815, 8.425, -4.598], [-6.543, 2.516, -8.296], [-2.075, 0.605, 9.542], [-9.032, 5.729, -6.181], [-4.358, 1.352, -6.233], [5.673, 2.502, 7.806], [4.193, -6.560, -0.947], [-8.210, 5.895, -0.590], [7.015, 2.682, 4.882], [-2.323, -2.583, 1.660], [-1.263, 3.985, 4.294], [-10.374, 5.549, -3.256], [3.224, 3.757, 2.953], [4.670, -8.516, 1.570], [6.332, -5.766, 1.329], [3.095, -1.648, -1.152], [3.439, -3.334, -0.796], [-1.997, 1.743, -4.516], [0.644, -3.718, -6.118], [1.081, 1.181, -0.681], [-0.090, 2.048, -2.847], [-0.875, 1.267, -3.922], [5.791, 3.510, 6.146], [-5.887, 0.940, -7.363], [-0.118, -0.175, -4.108], [-4.340, 4.516, -4.118], [-7.554, 4.320, 0.344], [-2.024, -1.060, 0.486], [-1.110, 2.117, 3.773], [-1.776, 2.128, 8.368], [4.658, -6.676, 0.939], [-10.256, 6.558, -4.916], [1.822, -2.744, -3.794], [0.154, -5.002, -5.595], [2.783, 1.889, 2.635], [0.906, -0.265, -2.830], [-0.246, -1.361, -5.235], [0.756, -2.690, -5.072], [0.666, 1.095, -1.947], [-1.470, -6.390, -3.963], [-0.771, -4.897, -4.245], [10.422, 0.005, 6.135], [6.426, -3.798, 8.889], [1.904, -1.552, -2.642], [-0.605, -7.199, -4.065], [-1.561, -4.034, -4.261], [1.024, -5.770, -5.443], [3.893, -3.766, -1.597], [-11.251, 6.537, -5.374], [-5.540, 0.237, -8.127], [-1.789, -6.413, -2.813], [4.796, 3.490, 5.689], [2.520, -3.706, -3.764], [1.788, 1.868, 2.177], [-0.270, 1.696, 4.334], [11.262, -0.416, 6.697], [-0.546, -5.465, -6.442], [-1.712, -0.224, 1.120], [-7.207, 3.617, -0.420], [-4.140, 3.450, -4.269], [0.588, 2.753, -3.210], [-1.464, 2.964, 9.002], [-0.095, -4.705, -3.280], [6.774, -4.501, 8.125], [3.872, -6.153, 1.494], [-0.998, -1.235, -6.125], [-2.385, -6.600, -4.662]], "atomic_forces_ev_per_a": [[-0.5920, -0.4601, -0.1814], [0.1132, -0.3607, 0.2791], [-0.3659, -0.0931, -0.2521], [0.4543, -0.1538, 0.1630], [-0.0646, -0.4768, -0.0602], [-0.3807, -0.2018, 0.2228], [0.3519, 0.2771, -0.2275], [0.3982, -0.1166, 0.3692], [0.4178, 0.1963, -0.4133], [-1.1396, -0.5771, 0.7625], [-0.2465, 0.2634, 0.4420], [0.3581, 0.3529, -0.1469], [0.3376, 0.2584, -0.2119], [-0.4279, -0.0625, -0.2696], [-0.1813, -0.0349, 0.5098], [-0.1712, 0.2884, 0.3597], [0.3306, 0.2646, -0.2092], [0.0669, -0.4988, -0.1257], [-0.0172, -0.0268, -0.4141], [-0.1527, 0.0819, 0.4261], [0.0342, 0.2402, -0.2710], [0.5460, -0.0385, 0.4114], [-0.0488, -0.5023, -0.0496], [0.1306, -0.3652, 0.2442], [0.0781, 0.3613, -0.3605], [-0.4324, 0.2184, 0.2126], [-0.3872, -0.1870, -0.3112], [0.0931, 0.2226, -0.3976], [0.1672, -0.2217, 0.3456], [0.2863, -0.4387, 0.4649], [-0.3865, 0.2257, 0.3202], [0.0458, 0.3251, -0.2863], [-0.0034, -0.4449, -0.3169], [0.0071, 0.3011, -0.6100], [-0.0746, -0.4564, 0.0071], [0.0267, 0.4789, -0.2393], [-0.4401, -0.2714, -0.1643], [-0.5494, -1.2366, 0.9406], [0.3943, 1.8257, -3.1909], [7.7387, -3.0462, 3.9890], [0.0241, 1.8395, 3.4949], [-2.6687, 0.6058, -8.0923], [0.1901, -2.0445, 0.3995], [-3.4419, 1.0497, -2.3312], [-0.2011, -0.0592, -0.1648], [0.0917, -0.0682, -0.1087], [2.0443, -2.1574, 0.9020], [0.0407, -0.3021, -0.1003], [0.0967, -0.0688, -0.1846], [-0.0408, -0.0261, 0.2642], [-0.0172, -0.0300, 0.2430], [-0.0698, 0.1854, 0.1345], [-0.1022, 0.1817, 0.2694], [-0.2909, -0.0275, -0.0593], [-2.3686, 2.3786, -0.9865], [-1.6810, -1.4646, 0.2567], [-0.0051, -0.0127, -0.3161], [-0.5363, -1.8552, -3.0852], [2.5828, 0.1401, 3.3622], [-0.2383, 2.9291, 1.7387], [2.2928, -1.8047, 3.3010], [0.8289, 0.6656, 0.7566], [0.4587, -1.0164, 0.9593], [0.1807, -0.0987, 0.1688], [0.0899, -0.1756, -0.1431], [-2.5812, -0.3381, -4.4183], [-2.0278, 1.5582, -0.0095], [1.4977, -1.7000, -0.2824], [-1.4280, 1.6227, -0.1324], [-0.8641, 0.6527, 1.7801], [0.4824, 0.0189, 0.1801], [-0.1763, 0.3335, 0.3505], [0.4602, 0.0264, -2.6738], [0.4246, 0.0048, 0.1794], [-1.6318, 2.3869, 0.0931], [0.5499, 0.0033, 0.2046], [-0.3496, 0.1650, -0.2863], [-0.3841, 0.2003, -0.2787], [1.6141, 1.1810, 1.6702], [-0.1955, -0.4714, -0.3094], [-0.1338, 0.3296, 0.3267], [-0.0161, 0.4726, 0.0813], [-1.1321, -0.4478, 0.2574], [-0.1181, -0.3951, -0.3123], [-1.3602, -0.2690, -2.2284], [-0.1628, 0.3310, 0.3523], [0.3484, -0.2179, -0.2913], [1.7125, -0.4213, 1.9421], [1.8974, 0.3002, 1.3655]], "lowdin_charge": [0.327, 0.526, 0.537, 0.565, 0.556, 0.555, 0.556, 0.541, 0.556, 0.754, 0.534, 0.516, 0.556, 0.549, 0.572, 0.712, 0.555, 0.538, 0.555, 0.550, 0.571, 0.506, 0.563, 0.544, 0.565, 0.523, 0.630, 0.545, 0.577, 0.520, 0.525, 0.557, 0.556, 0.533, 0.577, 0.560, 0.561, 0.502, -0.486, -0.116, -0.160, -0.121, 0.095, -0.184, -1.601, -1.585, -0.014, -1.599, -1.603, -1.575, -1.572, -1.566, -1.595, -1.580, 0.043, -0.203, -1.589, -0.176, 0.118, -0.127, -0.307, -0.136, -0.234, -1.593, -1.600, -0.396, 0.084, 0.119, 0.132, 0.008, -0.024, -0.026, 0.087, -0.068, 0.115, -0.137, -0.110, -0.025, 0.146, -0.141, -0.030, -0.092, 0.154, -0.020, 0.110, -0.022, -0.018, 0.118, 0.079], "gap_ev": 7.2, "charge": 0, "homo_energy_ev": -9.17}

***

No. 3
{"formula": "C20H26AuBrN3O4SSe", "method": "ωB97M-V/def2-TZVPD", "elements": ["Au", "Br", "Se", "S", "O", "O", "O", "O", "N", "N", "N", "C", "C", "C", "C", "C", "C", "C", "C", "C", "C", "C", "C", "C", "C", "C", "C", "C", "C", "C", "C", "H", "H", "H", "H", "H", "H", "H", "H", "H", "H", "H", "H", "H", "H", "H", "H", "H", "H", "H", "H", "H", "H", "H", "H", "H", "H"], "xyz": [[0.709, -1.522, 0.660], [-1.133, -6.383, -3.462], [-1.640, 1.016, 0.516], [1.325, 1.130, 0.400], [2.325, 0.422, -0.332], [0.932, 0.348, 1.634], [1.588, 2.502, 0.682], [-0.065, 1.049, -0.497], [0.330, -3.249, -0.378], [-1.127, 3.247, 2.258], [-1.370, 3.879, 0.178], [-0.538, -5.122, -2.214], [-1.256, -4.899, -1.048], [-3.645, 2.646, 3.784], [-1.421, 2.844, 1.017], [-0.690, 6.305, 0.494], [-0.074, 6.751, 2.806], [-4.000, 1.201, 3.451], [0.630, -4.409, -2.442], [-4.035, 4.593, -1.370], [-2.260, 2.811, 4.408], [-2.989, 3.532, -1.717], [1.028, -3.484, -1.499], [-0.244, 7.165, 1.471], [-0.358, 5.465, 3.205], [-0.958, 4.995, 0.892], [-1.565, 3.851, -1.278], [-1.107, 2.439, 3.478], [-0.809, 4.594, 2.213], [-0.790, -3.953, -0.161], [-4.432, 4.640, 0.105], [-2.169, -5.436, -0.838], [-3.721, 3.266, 2.886], [-5.292, 5.292, 0.250], [-3.299, 2.568, -1.308], [0.311, 7.457, 3.528], [-0.806, 6.634, -0.528], [1.211, -4.549, -3.341], [-3.682, 5.577, -1.692], [-5.015, 1.130, 3.060], [-4.928, 4.376, -1.957], [-1.315, -3.749, 0.761], [-0.138, 2.594, 3.954], [-4.381, 3.037, 4.488], [-2.941, 3.412, -2.801], [-1.285, 4.839, -1.635], [-0.001, 8.184, 1.206], [-3.334, 0.770, 2.699], [-0.852, 3.133, -1.687], [-2.174, 2.178, 5.294], [-0.215, 5.142, 4.225], [-2.139, 3.844, 4.737], [-1.147, 1.394, 3.173], [-3.634, 5.020, 0.744], [1.934, -2.909, -1.631], [-3.938, 0.567, 4.336], [-4.711, 3.645, 0.461]], "atomic_forces_ev_per_a": [[-0.2169, -0.8619, 0.5500], [-0.0053, 0.0102, -0.0042], [0.8796, 0.5326, -0.9393], [0.6695, 0.0844, 0.9230], [-0.0574, -0.0502, -0.9186], [0.0505, -0.0983, -0.4203], [-0.6483, 0.4163, 0.1138], [-0.7251, 0.0745, 0.6069], [-0.0606, 0.2096, -0.0740], [0.1727, 0.0556, 0.0030], [0.1987, 0.1816, -0.0677], [0.0368, 0.0072, 0.0555], [0.0307, -0.0011, -0.0565], [0.0574, -0.0910, 0.0399], [-0.1706, -0.2117, 0.2207], [0.0096, -0.0274, 0.0231], [0.0336, -0.0472, -0.0021], [-0.0545, 0.0490, -0.0338], [-0.0630, -0.0086, 0.0213], [0.0244, -0.0530, 0.0522], [-0.0226, 0.0007, -0.1010], [-0.0551, 0.1106, 0.0782], [0.0923, -0.0275, -0.0092], [-0.0096, -0.0145, -0.0120], [-0.0228, 0.0069, -0.0334], [-0.0330, -0.0107, -0.0290], [-0.0476, -0.1818, -0.1254], [-0.0140, -0.1174, 0.0850], [-0.0452, -0.0771, 0.0190], [-0.0046, -0.0747, 0.0857], [-0.0012, 0.0047, -0.0186], [0.0121, -0.0311, 0.0168], [-0.0312, 0.0452, 0.0133], [-0.0107, 0.0070, 0.0035], [0.0284, -0.0015, -0.0716], [-0.0350, 0.0208, 0.0216], [0.0104, 0.0108, -0.0233], [0.0335, -0.0404, 0.0201], [-0.0215, 0.0128, -0.0319], [-0.0127, -0.0075, 0.0024], [0.0011, 0.0437, -0.0298], [-0.0271, 0.0253, -0.0196], [-0.0140, 0.0335, -0.0215], [-0.0058, 0.0372, -0.0308], [-0.0176, -0.0222, 0.0026], [0.0527, -0.0215, -0.0111], [-0.0185, 0.0190, -0.0034], [0.0446, -0.0319, -0.0001], [-0.0326, 0.0316, 0.0173], [0.0090, 0.0247, 0.0222], [0.0038, 0.0100, 0.0256], [0.0217, -0.0139, 0.0525], [0.0216, 0.0414, 0.0045], [0.0060, 0.0063, 0.0189], [-0.0236, 0.0492, -0.0355], [0.0142, -0.0166, 0.0112], [-0.0071, -0.0214, 0.0137]], "nbo_charge": [0.643, 0.154, 0.738, 2.538, -0.941, -1.014, -0.943, -0.899, -0.513, -0.308, -0.331, -0.029, -0.271, -0.406, 0.264, -0.224, -0.181, -0.607, -0.268, -0.402, -0.409, -0.410, 0.074, -0.180, -0.204, 0.191, -0.219, -0.224, 0.103, 0.070, -0.611, 0.254, 0.194, 0.229, 0.209, 0.236, 0.234, 0.257, 0.201, 0.226, 0.220, 0.225, 0.236, 0.226, 0.232, 0.221, 0.236, 0.175, 0.245, 0.227, 0.237, 0.214, 0.240, 0.193, 0.236, 0.219, 0.198], "gap_ev": 8.3, "e_above_lowest_kj_mol": 24.7, "charge": 1, "homo_energy_ev": -12.11}